# C49H36Br2NO6

A 4-piece molecular cluster, C49H36Br2NO6 overall at a distorted geometry (ωB97M-V/def2-TZVPD, the OMol25 dataset).

Computed properties:
HOMO = -11.469 eV
LUMO = -4.78 eV
Net charge = +1
Frontier orbital gap = 6.7 eV

Geometry (Å):
C1 -2.2447 -1.6450 0.1941
C2 -1.4271 -1.1745 -1.0495
Br1 -1.2275 -2.7991 -2.2012
C3 0.0257 -0.6953 -0.7375
Br2 1.1031 -2.0113 0.2669
C4 0.1498 0.7102 -0.0207
C5 0.4119 1.8273 -1.1169
C6 -1.0593 2.0798 -1.5081
N1 -1.8740 1.8923 -0.5237
C7 -1.0884 1.3910 0.6225
H1 -3.0702 -2.2773 -0.1816
H2 -1.6241 -2.2195 0.9060
H3 -2.7145 -0.7823 0.7141
H4 -1.9747 -0.4578 -1.6890
H5 0.5330 -0.5898 -1.7188
H6 1.0204 0.6111 0.6535
H7 1.1322 1.5758 -1.9124
H8 0.8869 2.6861 -0.5879
H9 -1.3170 2.4161 -2.5240
H10 -2.8775 2.0310 -0.5864
H11 -1.5875 0.9327 1.4908
H12 -0.6457 2.3111 1.0774
C8 9.3840 2.4580 -0.3325
C9 8.2520 3.1906 0.0132
C10 7.0322 2.5506 0.1761
C11 6.9369 1.1749 -0.0178
C12 8.0681 0.4442 -0.3877
C13 9.2935 1.0884 -0.5335
C14 7.9749 -1.0141 -0.6458
O1 8.9581 -1.6516 -0.9642
C15 6.6540 -1.6776 -0.5156
C16 6.5337 -3.0339 -0.8083
C17 5.3048 -3.6657 -0.6774
C18 4.1929 -2.9480 -0.2443
C19 4.3085 -1.5939 0.0452
C20 5.5358 -0.9551 -0.1003
C21 5.6328 0.4983 0.1762
O2 4.6540 1.1253 0.5497
H13 10.3373 2.9578 -0.4504
H14 8.3225 4.2614 0.1578
H15 6.1552 3.1223 0.4503
H16 10.1745 0.5227 -0.8075
H17 7.3964 -3.5957 -1.1422
H18 5.2126 -4.7189 -0.9113
H19 3.2394 -3.4448 -0.1370
H20 3.4435 -1.0346 0.3787
C22 -0.1105 3.6278 9.9162
C23 1.1270 3.0171 10.1005
C24 1.5763 2.0669 9.1952
C25 0.7834 1.7145 8.1067
C26 -0.4684 2.3102 7.9349
C27 -0.9076 3.2758 8.8370
C28 -1.3455 1.9116 6.8085
O3 -2.4340 2.4306 6.6516
C29 -0.8738 0.8580 5.8752
C30 -1.7087 0.4314 4.8456
C31 -1.2728 -0.5432 3.9593
C32 0.0018 -1.0893 4.0915
C33 0.8344 -0.6718 5.1189
C34 0.3948 0.2964 6.0191
C35 1.2813 0.7110 7.1360
O4 2.3911 0.2310 7.2517
H21 -0.4554 4.3757 10.6192
H22 1.7421 3.2846 10.9504
H23 2.5410 1.5978 9.3386
H24 -1.8713 3.7486 8.6998
H25 -2.6994 0.8559 4.7389
H26 -1.9266 -0.8793 3.1617
H27 0.3423 -1.8453 3.3938
H28 1.8226 -1.1010 5.2227
C36 -8.8916 0.9949 -5.9166
C37 -9.2552 0.2739 -7.0504
C38 -8.4261 -0.7277 -7.5343
C39 -7.2229 -1.0050 -6.8922
C40 -6.8467 -0.2659 -5.7685
C41 -7.6904 0.7272 -5.2767
C42 -5.5465 -0.5163 -5.1020
O5 -5.2156 0.1256 -4.1172
C43 -4.6492 -1.5569 -5.6598
C44 -3.4028 -1.7638 -5.0787
C45 -2.5571 -2.7419 -5.5813
C46 -2.9569 -3.5233 -6.6618
C47 -4.1977 -3.3170 -7.2478
C48 -5.0434 -2.3269 -6.7539
C49 -6.3533 -2.0902 -7.4088
O6 -6.7041 -2.7685 -8.3530
H29 -9.5444 1.7701 -5.5353
H30 -10.1875 0.4924 -7.5557
H31 -8.7142 -1.2899 -8.4130
H32 -7.4086 1.2932 -4.3986
H33 -3.0886 -1.1612 -4.2366
H34 -1.5855 -2.8975 -5.1304
H35 -2.2987 -4.2911 -7.0489
H36 -4.5052 -3.9226 -8.0904

Atoms 1-3, force components in eV/Å:
C -0.373 0.495 -0.632
C 0.528 -1.320 0.809
Br -0.092 0.650 0.210

# CHF2IO

A single CHF2IO molecule at a distorted geometry (ωB97M-V/def2-TZVPD, the OMol25 dataset).

Computed properties:
HOMO = -10.016 eV
LUMO = -1.17 eV
Energy relative to the best compared isomer or geometry (same formula, charge and spin) = 128.88 kJ/mol
SMILES string = FC(F)OI
Frontier orbital gap = 8.9 eV

Geometry (Å):
C1 0.4790 -0.1397 -0.0108
O1 -0.7204 0.4212 -0.5990
F1 1.2145 -0.6634 -1.0965
F2 1.1305 0.7916 0.6415
I1 -2.3988 0.6807 0.3929
H1 0.2951 -1.0903 0.6719

Atoms 1-3, force components in eV/Å:
C -2.363 -2.963 -0.728
O 2.152 -0.881 0.150
F -0.895 1.517 1.593

# C38H61Cl22N2O4S4

A 12-piece molecular cluster, C38H61Cl22N2O4S4 overall at a distorted geometry (ωB97M-V/def2-TZVPD, the OMol25 dataset).

Computed properties:
HOMO = -5.738 eV
LUMO = 0.54 eV
Net charge = -1
Frontier orbital gap = 6.3 eV

Geometry (Å):
O1 -1.1136 8.1661 -4.1635
S1 -0.9951 6.8209 -3.3688
O2 -0.7572 7.2586 -1.8708
N1 0.4448 5.9617 -3.8519
S2 0.0908 4.4503 -4.6483
O3 -1.3855 4.2504 -5.0637
O4 0.9163 4.4641 -5.9939
C1 0.8206 3.0772 -3.6048
C2 -0.2674 2.0214 -2.9805
C3 0.0277 0.4981 -3.5417
S3 -0.2778 -0.8627 -2.2797
C4 1.3752 -1.4120 -1.4941
S4 1.9859 -2.9400 -1.9266
N2 2.0249 -0.4091 -0.5666
C5 3.0808 0.4296 -1.2521
C6 3.0044 2.0635 -1.0140
C7 4.0251 3.1518 -1.7042
C8 5.2120 2.6148 -2.7088
C9 5.3143 0.9722 -2.9494
C10 4.2661 -0.1177 -2.2437
C11 2.5078 -1.0265 0.7271
C12 3.8813 -0.5269 1.5399
C13 4.3450 -1.2107 2.9872
C14 3.4778 -2.4154 3.7353
C15 2.1237 -2.9347 2.9167
C16 1.6752 -2.2582 1.4920
H1 -2.1738 6.0593 -3.3573
H2 1.4298 3.5974 -2.7330
H3 1.6382 2.5065 -4.2597
H4 -0.1513 2.0682 -1.7941
H5 -1.3713 2.3877 -3.1948
H6 1.0957 0.3915 -4.0254
H7 -0.7602 0.3220 -4.4202
H8 2.1483 2.4800 -0.3318
H9 3.8409 4.3077 -1.4797
H10 5.9352 3.3885 -3.2379
H11 6.1684 0.6206 -3.6996
H12 4.3764 -1.2784 -2.4695
H13 4.5726 0.3228 1.1282
H14 5.3196 -0.7926 3.5238
H15 3.8127 -2.8684 4.7876
H16 1.5048 -3.8035 3.4518
H17 0.6810 -2.6604 0.9726
Cl1 -4.1011 3.5709 -2.9877
C17 -3.9526 2.9745 -1.3156
C18 -3.2191 3.9585 -0.4180
Cl2 -1.4937 4.0956 -0.8391
H18 -3.4497 2.0031 -1.3449
H19 -4.9700 2.8198 -0.9438
H20 -3.2651 3.6191 0.6208
H21 -3.6614 4.9582 -0.4693
Cl3 5.7483 -3.1610 3.1805
C19 7.4924 -3.5099 3.0789
C20 7.8084 -4.5540 2.0198
Cl4 7.2076 -6.1700 2.4683
H22 7.8342 -3.8241 4.0698
H23 7.9892 -2.5670 2.8309
H24 8.8916 -4.6423 1.8967
H25 7.3762 -4.2884 1.0500
Cl5 -5.3157 8.0847 3.3104
C21 -3.5716 7.7358 3.2088
C22 -3.2556 6.6917 2.1497
Cl6 -3.8564 5.0757 2.5982
H26 -3.2298 7.4216 4.1997
H27 -3.0748 8.6787 2.9608
H28 -2.1723 6.6034 2.0267
H29 -3.6878 6.9572 1.1800
Cl7 -7.6025 1.9191 5.9242
C23 -5.9166 2.3318 6.3257
C24 -5.3261 3.3425 5.3553
Cl8 -5.0846 2.6531 3.7306
H30 -5.3355 1.4048 6.3458
H31 -5.9259 2.7494 7.3371
H32 -4.3439 3.6680 5.7099
H33 -5.9630 4.2271 5.2573
Cl9 1.8641 4.2655 -11.9227
C25 2.0127 3.6690 -10.2506
C26 2.7461 4.6530 -9.3529
Cl10 4.4716 4.7901 -9.7741
H34 2.5156 2.6976 -10.2799
H35 0.9952 3.5143 -9.8788
H36 2.7002 4.3137 -8.3141
H37 2.3039 5.6527 -9.4043
Cl11 -4.0034 -0.9936 -1.4775
C27 -3.8549 -1.5900 0.1946
C28 -3.1214 -0.6060 1.0922
Cl12 -1.3960 -0.4689 0.6710
H38 -3.3520 -2.5614 0.1653
H39 -4.8723 -1.7447 0.5664
H40 -3.1674 -0.9454 2.1310
H41 -3.5637 0.3937 1.0408
Cl13 3.1499 7.4249 -0.3840
C29 1.6203 8.2889 -0.0877
C30 1.7459 9.3119 1.0302
Cl14 1.9669 8.5442 2.6224
H42 0.8473 7.5459 0.1304
H43 1.3551 8.7914 -1.0229
H44 0.8318 9.9094 1.0914
H45 2.5865 9.9921 0.8619
Cl15 -0.0035 -4.4984 0.6665
C31 0.6708 -6.1137 0.3352
C32 0.1662 -6.6881 -0.9791
Cl16 -1.5664 -7.0970 -0.9130
H46 0.4255 -6.7641 1.1803
H47 1.7586 -6.0003 0.2977
H48 0.7011 -7.6139 -1.2096
H49 0.3189 -5.9911 -1.8089
Cl17 0.5041 -9.9025 0.6827
C33 1.3324 -11.1508 -0.2815
C34 2.7137 -10.7044 -0.7338
Cl18 2.6360 -9.3981 -1.9425
H50 0.6917 -11.4039 -1.1317
H51 1.4182 -12.0365 0.3553
H52 3.2385 -11.5404 -1.2050
H53 3.3194 -10.3529 0.1072
Cl19 -0.7659 -9.1654 5.9811
C35 0.0623 -10.4137 5.0169
C36 1.4437 -9.9673 4.5647
Cl20 1.3659 -8.6609 3.3560
H54 -0.5783 -10.6667 4.1667
H55 0.1482 -11.2994 5.6537
H56 1.9684 -10.8033 4.0934
H57 2.0494 -9.6158 5.4056
Cl21 -9.6926 -1.0493 0.8926
C37 -9.5440 -1.6457 2.5647
C38 -8.8106 -0.6618 3.4623
Cl22 -7.0851 -0.5246 3.0411
H58 -9.0411 -2.6171 2.5354
H59 -10.5615 -1.8005 2.9365
H60 -8.8565 -1.0011 4.5011
H61 -9.2528 0.3380 3.4109

Atoms 1-3, force components in eV/Å:
O -0.338 -4.980 1.570
S 3.468 5.733 2.412
O -1.070 -2.095 -3.929

# C31H42N2O2SiTeTi

C31H42N2O2SiTeTi as an isolated structure (ωB97M-V/def2-TZVPD, the OMol25 dataset).

Computed properties:
HOMO = -7.366 eV
LUMO = 0.29 eV
Energy relative to the best compared isomer or geometry (same formula, charge and spin) = 26.97 kJ/mol
Frontier orbital gap = 7.7 eV

Geometry (Å):
Ti1 -2.0499 -0.1902 0.4806
N1 -2.6091 2.2597 3.8045
C1 -2.6971 1.6407 2.6277
O1 -2.5395 0.4084 2.5350
C2 -2.9320 2.4580 1.3888
C3 -1.9724 1.9207 0.3108
H1 -2.4274 1.7183 4.6349
H2 -2.6833 3.2587 3.8683
H3 -2.8151 3.5258 1.6048
H4 -3.9774 2.2931 1.1046
H5 -0.9655 2.2964 0.5281
H6 -2.2463 2.2922 -0.6824
C4 -0.5058 -3.4470 -0.2703
C5 -1.0232 -2.0750 -0.0001
O2 -1.3209 -1.7784 1.2807
N2 -1.2050 -1.1366 -0.8978
Te1 1.3832 0.6162 -0.7718
C6 3.0579 1.9012 -0.5645
C7 4.0621 1.9365 -1.5335
C8 4.0007 1.1293 -2.8002
C9 5.1692 2.7596 -1.3252
C10 5.2975 3.5521 -0.1987
C11 6.5014 4.4299 0.0087
C12 4.2736 3.5200 0.7417
C13 3.1598 2.7069 0.5834
C14 2.0953 2.7367 1.6483
C15 2.4576 -1.1868 -0.9949
C16 3.3420 -1.6014 0.0043
C17 3.5890 -0.8154 1.2630
C18 4.0344 -2.8000 -0.1732
C19 3.8556 -3.5920 -1.2950
C20 4.6035 -4.8856 -1.4674
C21 2.9561 -3.1610 -2.2641
C22 2.2540 -1.9689 -2.1401
C23 1.3108 -1.5643 -3.2411
H7 0.5807 -3.4321 -0.1464
H8 -0.7308 -3.7343 -1.2952
H9 -0.9255 -4.1570 0.4395
H10 2.9845 1.1047 -3.1947
H11 4.3094 0.0943 -2.6379
H12 4.6554 1.5645 -3.5544
H13 5.9479 2.7826 -2.0801
H14 7.1925 4.3563 -0.8296
H15 7.0396 4.1465 0.9146
H16 6.2118 5.4763 0.1160
H17 4.3454 4.1436 1.6266
H18 2.4122 3.3542 2.4883
H19 1.8690 1.7345 2.0165
H20 1.1634 3.1558 1.2619
H21 2.6554 -0.4361 1.6813
H22 4.2292 0.0487 1.0714
H23 4.0755 -1.4427 2.0082
H24 4.7233 -3.1220 0.5999
H25 5.2584 -5.0798 -0.6193
H26 5.2165 -4.8641 -2.3698
H27 3.9153 -5.7269 -1.5621
H28 2.7952 -3.7698 -3.1473
H29 1.2978 -2.3245 -4.0209
H30 1.6205 -0.6184 -3.6894
H31 0.2939 -1.4190 -2.8692
C24 -4.7366 0.2172 -1.9370
Si1 -4.3669 -0.7740 -0.3905
C25 -4.5238 -2.5979 -0.7959
C26 -5.6898 -0.3656 0.8909
C27 -5.6985 -1.0373 2.1190
C28 -6.6409 -0.7515 3.0946
C29 -7.5980 0.2299 2.8684
C30 -7.6048 0.9165 1.6647
C31 -6.6576 0.6210 0.6904
H32 -5.7231 -0.0437 -2.3293
H33 -3.9927 -0.0054 -2.7048
H34 -4.7121 1.2946 -1.7609
H35 -5.5396 -2.8124 -1.1370
H36 -4.3228 -3.2191 0.0790
H37 -3.8209 -2.8878 -1.5787
H38 -4.9449 -1.7912 2.3241
H39 -6.6284 -1.2897 4.0339
H40 -8.3361 0.4553 3.6277
H41 -8.3494 1.6811 1.4811
H42 -6.6835 1.1669 -0.2455

Atoms 1-3, force components in eV/Å:
Ti -0.062 0.009 -0.269
N -0.053 -0.100 0.163
C 0.068 0.108 -0.158

# C5H23N2O5

A 6-piece molecular cluster, C5H23N2O5 overall at a distorted geometry (ωB97M-V/def2-TZVPD, the OMol25 dataset).

Computed properties:
HOMO (alpha / beta) = -2.875 / -8.024 eV
LUMO (alpha / beta) = 0.63 / 0.37 eV
Energy relative to the best compared isomer or geometry (same formula, charge and spin) = 255.68 kJ/mol
2S+1 = 2
Frontier orbital gap (alpha / beta) = 3.5 / 8.4 eV

Geometry (Å):
C1 -3.5604 -0.3492 1.8841
C2 -2.4812 0.5537 1.2651
C3 -2.0318 -0.2667 0.0305
C4 -0.8025 0.0628 -0.7124
C5 -0.6458 1.3829 -1.0852
N1 0.4141 1.8173 -1.7997
N2 0.4700 -0.8270 -0.6749
H1 -3.4495 -1.5401 1.8619
H2 -4.5914 -0.1737 1.6819
H3 -3.4564 -0.3006 3.0106
H4 -2.9876 1.5493 1.0503
H5 -1.6544 0.7090 2.0350
H6 -2.9601 -0.5457 -0.5331
H7 -1.7262 -1.3387 0.4562
H8 -1.4326 2.1205 -0.7155
H9 0.3760 2.5560 -2.4800
H10 1.1907 1.2532 -1.9483
H11 0.7018 -1.1996 0.3685
H12 0.3280 -1.5970 -1.2937
H13 1.2935 -0.1725 -0.8207
H14 3.1844 0.8575 1.6974
H15 1.7596 0.3652 1.6754
O1 2.6637 0.1311 1.4040
H16 -1.4758 -1.0682 -2.8004
H17 -1.1469 -2.4320 -3.7151
O2 -0.9600 -1.8147 -2.8476
H18 3.9833 -0.2929 -2.3726
H19 3.2963 0.1489 -1.0685
O3 3.1992 0.1085 -1.9980
H20 -0.3205 2.0265 1.7076
H21 0.2685 3.3070 1.2882
O4 0.4847 2.4136 1.3838
H22 3.7162 -2.1737 1.9689
H23 4.1247 -3.1178 0.9456
O5 4.2284 -2.1531 1.1508

Atoms 1-3, force components in eV/Å:
C 0.784 -2.657 3.451
C -0.488 -0.459 0.134
C 0.585 -3.672 1.763

# C43H64BN3P2SiV

C43H64BN3P2SiV as an isolated structure at a distorted geometry (ωB97M-V/def2-TZVPD, the OMol25 dataset).

Computed properties:
HOMO (alpha / beta) = -7.192 / -7.030 eV
LUMO (alpha / beta) = 0.25 / 0.24 eV
Energy relative to the best compared isomer or geometry (same formula, charge and spin) = 0.00 kJ/mol
2S+1 = 4
Frontier orbital gap (alpha / beta) = 7.4 / 7.3 eV

Geometry (Å):
V1 -0.0821 -0.0952 -0.0487
C1 -0.4526 2.5595 -3.3150
Si1 -0.1815 1.9228 -1.5635
C2 1.4211 2.9495 -1.2081
C3 1.5348 4.2325 -1.7121
C4 2.5843 5.1029 -1.4971
C5 3.5898 4.6745 -0.6791
C6 3.5683 3.3734 -0.0914
C7 2.4883 2.5161 -0.3740
P1 2.3545 0.7717 0.1008
C8 3.2271 0.3294 1.6155
C9 2.6617 1.0173 2.9396
C10 3.4920 0.5294 4.1201
C11 4.2633 -0.7810 3.8752
C12 5.2741 -0.6316 2.7121
C13 4.7658 0.3714 1.6244
C14 3.2508 -0.0203 -1.2447
C15 3.4919 -1.4962 -0.9874
C16 3.7370 -2.2762 -2.2492
C17 4.3077 -1.4182 -3.3620
C18 5.2705 -0.3345 -2.8597
C19 4.6072 0.6368 -1.7940
C20 -1.4754 2.7639 -0.4061
C21 -1.5337 4.1633 -0.3511
C22 -2.1480 4.8047 0.7339
C23 -2.6993 4.1040 1.7603
C24 -2.7963 2.7032 1.6613
C25 -2.2491 2.0558 0.5513
P2 -2.6254 0.2815 0.2563
C26 -4.0215 0.3207 -0.9794
C27 -4.7572 -1.0873 -1.0823
C28 -4.0938 -2.1717 -1.9242
C29 -3.4461 -1.7168 -3.1935
C30 -2.6700 -0.4113 -2.9842
C31 -3.5525 0.7290 -2.4213
C32 -3.5239 -0.2064 1.8440
C33 -3.4404 -1.6972 2.2526
C34 -3.7831 -1.8269 3.7152
C35 -5.1986 -1.2751 4.0488
C36 -5.4148 0.1537 3.4989
C37 -5.0482 0.2605 2.0132
H1 -0.8969 3.5668 -3.2873
H2 -1.0946 1.8693 -3.8462
H3 0.5413 2.5133 -3.7608
H4 0.8234 4.6357 -2.4184
H5 2.6100 6.0544 -2.0158
H6 4.4435 5.2941 -0.4481
H7 4.3965 3.0063 0.5363
H8 2.9016 -0.6898 1.6771
H9 1.6070 0.8102 3.0559
H10 2.7780 2.1233 2.8732
H11 2.8503 0.4508 5.0088
H12 4.2295 1.2716 4.2943
H13 3.6021 -1.6056 3.6205
H14 4.7727 -1.1197 4.8051
H15 5.5365 -1.5590 2.2390
H16 6.1951 -0.2551 3.1718
H17 5.2202 0.0128 0.7124
H18 5.0731 1.3614 1.9010
H19 2.5813 0.1279 -2.1026
H20 2.6982 -1.9640 -0.4553
H21 4.3409 -1.5179 -0.2557
H22 2.7600 -2.7132 -2.5645
H23 4.3156 -3.1960 -2.0472
H24 3.5291 -0.9807 -3.9580
H25 4.8083 -2.0400 -4.0903
H26 5.5988 0.3304 -3.6702
H27 6.1796 -0.8092 -2.4067
H28 4.3128 1.5232 -2.3767
H29 5.3281 0.9397 -1.1037
H30 -1.0631 4.7650 -1.1299
H31 -2.1744 5.8844 0.7716
H32 -3.2004 4.6504 2.5682
H33 -3.3685 2.1722 2.3785
H34 -4.6501 1.1005 -0.5618
H35 -5.7544 -0.9366 -1.5381
H36 -4.9328 -1.4711 -0.0690
H37 -4.7950 -3.0107 -2.0702
H38 -3.3401 -2.5879 -1.2472
H39 -4.2175 -1.5304 -3.8942
H40 -2.8529 -2.5485 -3.5991
H41 -2.2339 -0.0820 -3.9418
H42 -1.9307 -0.5431 -2.1931
H43 -4.4599 0.9211 -3.0562
H44 -3.0443 1.6763 -2.3531
H45 -2.9533 0.3360 2.6121
H46 -2.4133 -2.0646 2.0400
H47 -4.1794 -2.2904 1.6917
H48 -2.9855 -1.3528 4.3142
H49 -3.7215 -2.8622 4.0691
H50 -5.3166 -1.2012 5.1415
H51 -5.9497 -1.9656 3.6731
H52 -4.7895 0.7926 4.0638
H53 -6.4399 0.4675 3.6771
H54 -5.2850 1.2991 1.6343
H55 -5.7216 -0.3677 1.4270
B1 -0.1313 -1.2593 4.5428
C38 0.0509 -1.2210 2.9693
N1 0.1241 -1.0266 1.8411
H56 -0.3829 -0.1009 4.8804
H57 0.9752 -1.4414 5.0258
H58 -0.9136 -2.1489 4.8365
N2 -0.3328 -5.0974 -3.9203
C39 -0.1600 -4.0615 -3.0689
C40 -0.4154 -4.1470 -1.6990
C41 -0.2534 -3.0154 -0.9379
N3 0.1113 -1.8090 -1.4100
C42 0.3464 -1.7173 -2.7561
C43 0.2289 -2.7841 -3.6091
H59 -0.2511 -6.0483 -3.5750
H60 0.2772 -5.0499 -4.7147
H61 -0.7794 -5.1072 -1.3482
H62 -0.4020 -3.0816 0.1517
H63 0.6144 -0.6998 -3.0499
H64 0.3275 -2.7568 -4.6503

Atoms 1-3, force components in eV/Å:
V 0.335 -0.318 0.114
C -0.335 -0.310 0.280
Si 0.184 -0.094 0.237